<i>
{
  "formula": "C2H7OS",
  "method": "ωB97M-V/def2-TZVPD",
  "s2": 0.7528,
  "gap_ev": [10.5, 7.0],
  "spin_multiplicity": 2,
  "homo_ev": [-9.6, -9.2],
  "elements": ["C", "C", "S", "H", "H", "H", "H", "H", "H", "H", "O"],
  "positions_angstrom": [[-0.1988, 0.8148, -1.0335], [-1.0483, 0.5953, 0.2591], [-0.2078, 0.7288, 1.8142], [0.8079, 0.3990, -1.0517], [-0.0816, 1.8921, -1.1378], [-0.7555, 0.4014, -1.8719], [-1.3497, -0.4494, 0.1261], [-1.9031, 1.2594, 0.1667], [1.8158, -1.8327, 0.1443], [1.2807, -1.5652, 1.5847], [1.6404, -2.2436, 0.9997]]
}

=====

<ii>
{
  "formula": "C2H7OS",
  "method": "ωB97M-V/def2-TZVPD",
  "s2": 0.7527,
  "gap_ev": [10.6, 6.9],
  "spin_multiplicity": 2,
  "homo_ev": [-9.9, -9.9],
  "elements": ["S", "H", "C", "O", "C", "H", "H", "H", "H", "H", "H"],
  "positions_angstrom": [[-1.5009, -0.9954, -1.6417], [-0.8743, -2.1818, -1.2265], [1.1147, 0.2720, 1.2684], [-0.2526, 0.3477, 0.9495], [1.9292, 1.4776, 1.0373], [1.5712, -0.5681, 0.6575], [1.1154, 0.1270, 2.4079], [-0.5178, -0.2884, 0.2352], [2.3482, 1.7700, -0.0497], [2.8582, 1.4487, 1.6292], [1.2714, 2.3409, 1.1836]]
}

=====

Quick one: least stable of them? <ii>

=====

<i>
{
  "formula": "C5H12N",
  "method": "ωB97M-V/def2-TZVPD",
  "s2": 0.7527,
  "gap_ev": [11.7, 8.9],
  "spin_multiplicity": 2,
  "total_charge": 2,
  "homo_ev": [-20.7, -21.9],
  "elements": ["C", "C", "C", "C", "C", "N", "H", "H", "H", "H", "H", "H", "H", "H", "H", "H", "H", "H"],
  "positions_angstrom": [[0.8141, -1.2740, 0.3539], [-0.4137, -1.3594, -0.5737], [-1.0608, -0.0150, -0.8335], [-1.3132, 1.0322, -0.0304], [-0.6517, 1.6411, 1.0984], [1.6479, -0.1865, -0.3722], [1.4869, -2.1830, 0.3693], [0.6232, -0.9369, 1.3128], [-1.2146, -1.8925, -0.1491], [-0.2432, -1.8660, -1.5349], [-1.6944, 0.0196, -1.8088], [-2.1928, 1.5246, -0.2827], [-1.3889, 2.1026, 1.7065], [-0.0566, 2.3162, 0.5281], [-0.0898, 0.9115, 1.8170], [1.1213, 0.6901, -0.6176], [2.1989, -0.6758, -1.1507], [2.4273, 0.1512, 0.1677]]
}

=====

<ii>
{
  "formula": "C5H12N",
  "method": "ωB97M-V/def2-TZVPD",
  "s2": 0.7657,
  "gap_ev": [11.5, 5.7],
  "spin_multiplicity": 2,
  "total_charge": 2,
  "homo_ev": [-20.3, -19.9],
  "elements": ["C", "C", "C", "C", "C", "N", "H", "H", "H", "H", "H", "H", "H", "H", "H", "H", "H", "H"],
  "positions_angstrom": [[1.7620, 0.1261, 1.7081], [1.8120, 0.4465, 0.1524], [0.6460, 1.2504, -0.3588], [-0.7397, 0.5625, -0.2429], [-0.9612, -0.7212, -0.6253], [-2.3845, -1.3881, -0.7127], [0.9993, -0.6522, 1.9366], [2.8387, -0.2202, 1.8686], [1.4279, 0.9508, 2.3519], [2.6743, 1.0837, -0.0905], [1.8869, -0.5721, -0.3565], [0.6769, 2.2575, 0.1542], [0.6023, 1.7999, -1.4181], [-1.6185, 1.1973, -0.0748], [-0.1835, -1.5650, -0.7738], [-3.0235, -0.9382, -0.0493], [-2.5717, -1.2528, -1.7385], [-2.1327, -2.3581, -0.6220]]
}

=====

Quick one: least stable of them? <ii>

=====

<i>
{
  "formula": "C29H44BrN3P2PtS",
  "method": "ωB97M-V/def2-TZVPD",
  "s2": 6.0378,
  "gap_ev": [6.2, 4.4],
  "spin_multiplicity": 5,
  "total_charge": 4,
  "homo_ev": [-17.8, -19.0],
  "elements": ["C", "C", "C", "C", "N", "C", "C", "C", "C", "C", "C", "C", "C", "C", "Pt", "P", "H", "H", "H", "H", "H", "H", "H", "H", "C", "C", "H", "H", "H", "H", "H", "C", "C", "H", "H", "H", "H", "H", "C", "C", "H", "H", "H", "H", "H", "Br", "P", "C", "C", "H", "H", "H", "H", "H", "C", "C", "H", "H", "H", "H", "H", "C", "C", "H", "H", "H", "H", "H", "C", "N", "C", "C", "N", "C", "S", "H", "H", "H", "H", "H", "H"],
  "positions_angstrom": [[2.8219, 4.7935, -0.8269], [1.6747, 4.2489, -1.4238], [1.7230, 3.8510, -2.7775], [2.8776, 4.1704, -3.5077], [3.9273, 4.7678, -2.9355], [3.9276, 5.0760, -1.6362], [0.5026, 4.1381, -0.6217], [-0.5878, 4.0135, -0.0515], [-1.5846, 3.2414, 0.6484], [-1.0554, 2.1405, 1.3157], [-1.9142, 1.0714, 1.6286], [-3.2199, 1.1245, 1.1484], [-3.8185, 2.2674, 0.6381], [-2.9795, 3.3985, 0.4764], [-1.1911, -0.8758, 0.8111], [1.0582, -0.6959, 0.1229], [0.8952, 3.3367, -3.2551], [2.8356, 5.0280, 0.2285], [2.9341, 3.9314, -4.5767], [4.8025, 5.5553, -1.1901], [-3.3446, 4.3837, 0.1822], [0.0213, 2.0151, 1.4055], [-4.8825, 2.3314, 0.3893], [-1.5834, 0.2754, 2.3641], [1.9319, -2.3286, 0.2779], [3.2573, -2.5982, -0.4576], [1.2094, -3.1076, -0.0144], [2.0948, -2.4658, 1.3600], [3.5609, -3.6363, -0.2466], [3.1677, -2.5142, -1.5490], [4.0857, -1.9589, -0.1195], [1.3444, -0.0510, -1.5992], [2.7380, 0.3966, -2.0538], [0.6644, 0.8114, -1.6792], [0.9711, -0.8059, -2.3038], [2.7387, 0.5395, -3.1435], [3.0265, 1.3700, -1.6374], [3.5291, -0.3305, -1.8351], [2.0949, 0.4776, 1.0874], [3.6103, 0.3185, 1.1578], [1.7031, 0.4573, 2.1125], [1.8681, 1.4633, 0.6551], [4.0118, 1.1148, 1.7975], [3.9330, -0.6299, 1.5960], [4.1137, 0.4424, 0.1943], [-3.9449, -0.7827, 1.1140], [-2.0390, -1.8876, -1.2785], [-0.8374, -2.6788, -2.3891], [-1.3502, -3.9277, -3.0969], [0.0550, -2.9001, -1.7822], [-0.5487, -1.9194, -3.1285], [-0.5411, -4.3427, -3.7076], [-1.6649, -4.7023, -2.3912], [-2.1897, -3.7116, -3.7691], [-3.1198, -3.2210, -0.6236], [-4.4178, -3.4671, -1.3812], [-3.3831, -2.9502, 0.4125], [-2.4953, -4.1244, -0.5543], [-5.0625, -4.1044, -0.7586], [-4.9768, -2.5468, -1.6028], [-4.2435, -4.0012, -2.3245], [-2.8897, -0.5736, -2.2233], [-3.3510, -0.9526, -3.6293], [-2.1461, 0.2390, -2.2788], [-3.7193, -0.1947, -1.6052], [-3.8616, -0.0894, -4.0730], [-2.5078, -1.1994, -4.2856], [-4.0568, -1.7921, -3.6381], [0.2055, -2.0359, 5.9060], [0.2339, -0.7020, 5.3304], [0.4235, 0.4685, 6.0478], [0.4970, 1.4911, 5.1385], [0.3422, 0.8956, 3.8894], [0.1370, -0.4485, 4.0059], [-0.1347, -1.7227, 2.9025], [-0.6813, -2.5842, 5.5634], [1.1135, -2.5951, 5.6373], [0.1786, -1.9156, 6.9931], [0.4951, 0.4539, 7.1192], [0.6266, 2.5415, 5.2666], [0.3600, 1.4314, 3.0391]]
}

=====

<ii>
{
  "formula": "C29H44BrN3P2PtS",
  "method": "ωB97M-V/def2-TZVPD",
  "s2": 6.0611,
  "gap_ev": [6.5, 4.7],
  "spin_multiplicity": 5,
  "total_charge": 4,
  "homo_ev": [-18.7, -19.6],
  "elements": ["C", "C", "C", "C", "N", "C", "C", "C", "C", "C", "C", "C", "C", "C", "Pt", "P", "H", "H", "H", "H", "H", "H", "H", "H", "C", "C", "H", "H", "H", "H", "H", "C", "C", "H", "H", "H", "H", "H", "C", "C", "H", "H", "H", "H", "H", "Br", "P", "C", "C", "H", "H", "H", "H", "H", "C", "C", "H", "H", "H", "H", "H", "C", "C", "H", "H", "H", "H", "H", "C", "N", "C", "C", "N", "C", "S", "H", "H", "H", "H", "H", "H"],
  "positions_angstrom": [[1.8680, 3.7631, -0.6838], [0.8561, 3.0677, -1.4270], [0.9579, 2.9743, -2.8587], [1.9920, 3.6876, -3.4580], [2.8959, 4.3607, -2.7461], [2.8457, 4.4265, -1.4168], [-0.1531, 2.5189, -0.7528], [-1.0246, 1.9158, -0.0471], [-2.3559, 2.1027, 0.4132], [-3.0314, 1.0246, 1.0090], [-4.3892, 1.1637, 1.2936], [-4.9632, 2.3684, 0.9436], [-4.3157, 3.5023, 0.4112], [-2.9684, 3.3498, 0.1082], [-0.5238, -0.3211, 0.1714], [1.8827, -0.5260, -0.5623], [0.2120, 2.4123, -3.4314], [1.8148, 3.8008, 0.4095], [2.0475, 3.7060, -4.5442], [3.5729, 5.0275, -0.8768], [-2.3313, 4.1088, -0.3912], [-2.4903, 0.0627, 1.2132], [-4.8246, 4.4302, 0.2409], [-4.9730, 0.3888, 1.7717], [2.5464, -2.2455, -0.2477], [3.7576, -2.8193, -0.9986], [1.6879, -2.9183, -0.3911], [2.7628, -2.2564, 0.8306], [3.9082, -3.8503, -0.6448], [3.6119, -2.8699, -2.0851], [4.6917, -2.2767, -0.8007], [2.3491, -0.2411, -2.3560], [3.7629, 0.1733, -2.7952], [1.6465, 0.5315, -2.7027], [2.0877, -1.1751, -2.8754], [3.7680, 0.2476, -3.8941], [4.0647, 1.1608, -2.4185], [4.5474, -0.5526, -2.5369], [3.1153, 0.5455, 0.3229], [4.6036, 0.1687, 0.4206], [2.7134, 0.6499, 1.3421], [3.0185, 1.5344, -0.1525], [5.1133, 0.9642, 0.9842], [4.7752, -0.7697, 0.9624], [5.1102, 0.1027, -0.5507], [-6.7975, 2.4720, 1.3277], [-1.5960, -1.5527, -1.6212], [-0.4933, -2.5100, -2.7339], [-1.1267, -3.7655, -3.3360], [0.4064, -2.7583, -2.1423], [-0.1535, -1.8195, -3.5245], [-0.3845, -4.2705, -3.9672], [-1.4426, -4.4650, -2.5514], [-1.9956, -3.5236, -3.9641], [-2.6395, -2.6629, -0.6103], [-3.9382, -3.1079, -1.2718], [-2.8391, -2.0995, 0.3180], [-2.0060, -3.5217, -0.3322], [-4.4677, -3.7614, -0.5695], [-4.5911, -2.2529, -1.4884], [-3.7642, -3.6693, -2.1998], [-2.5978, -0.3660, -2.5851], [-3.1226, -0.8951, -3.9207], [-1.9471, 0.5165, -2.7242], [-3.4222, -0.0377, -1.9301], [-3.7193, -0.1093, -4.3980], [-2.3012, -1.1584, -4.5982], [-3.7689, -1.7736, -3.7905], [0.1944, -2.0371, 4.8908], [0.1330, -0.6379, 4.4737], [0.2720, 0.4916, 5.2662], [0.1960, 1.5742, 4.4503], [-0.0026, 1.0749, 3.1698], [-0.0355, -0.2769, 3.1920], [-0.2322, -1.5192, 2.0082], [-0.7832, -2.5162, 4.7674], [0.9111, -2.5854, 4.2706], [0.5077, -2.0554, 5.9314], [0.4454, 0.3844, 6.3228], [0.2347, 2.6263, 4.6663], [-0.0493, 1.6544, 2.3275]]
}

=====

Quick one: least stable of them? <i>

=====

<i>
{
  "formula": "C2H6N2O3S",
  "method": "ωB97M-V/def2-TZVPD",
  "gap_ev": 9.7,
  "spin_multiplicity": 1,
  "homo_ev": -9.4,
  "elements": ["C", "C", "N", "N", "O", "O", "O", "S", "H", "H", "H", "H", "H", "H"],
  "positions_angstrom": [[-0.5451, -0.3706, -1.4409], [-1.7786, -0.6653, -0.7689], [-0.7721, -0.0609, -2.6119], [-2.1167, -1.6248, -0.0027], [1.2085, 0.4370, 2.8935], [1.5126, 1.9137, 0.8465], [1.8474, -0.5986, 0.7915], [2.1673, 0.5530, 1.5778], [0.4590, -0.4982, -0.8361], [-2.6430, -0.0413, -1.0385], [-0.0289, 0.0026, -3.3156], [-1.4650, -2.2935, 0.2528], [0.3321, 0.4206, 2.5742], [1.8226, 2.8263, 1.0783]]
}

=====

<ii>
{
  "formula": "C2H6N2O3S",
  "method": "ωB97M-V/def2-TZVPD",
  "gap_ev": [8.2, 8.2],
  "spin_multiplicity": 1,
  "homo_ev": [-8.6, -9.2],
  "elements": ["C", "C", "N", "N", "O", "O", "O", "S", "H", "H", "H", "H", "H", "H"],
  "positions_angstrom": [[-0.5297, 2.0555, 0.4691], [1.7184, -0.9643, -0.7984], [-1.3234, 1.2440, 0.9729], [0.0080, -1.4507, 0.8326], [-1.2529, 0.2749, -1.4750], [-2.9803, -0.5873, 0.2767], [1.2290, -0.9274, 0.5640], [-1.7104, -0.1109, -0.1224], [-0.0828, 2.6338, 1.2447], [-0.2532, 2.1741, -0.6147], [2.2313, -1.8533, -0.9063], [2.1794, -0.0745, -0.8259], [0.8422, -0.9325, -1.4941], [-0.0757, -1.4812, 1.8768]]
}

=====

Quick one: least stable of them? <ii>

=====

<i>
{
  "formula": "C15H18O",
  "method": "ωB97M-V/def2-TZVPD",
  "gap_ev": 8.6,
  "spin_multiplicity": 1,
  "homo_ev": -7.9,
  "smiles": "Cc1ccc(O)cc1.CCc1ccccc1",
  "elements": ["C", "C", "C", "C", "C", "C", "C", "C", "H", "H", "H", "H", "H", "H", "H", "H", "H", "H", "C", "C", "C", "C", "C", "C", "C", "O", "H", "H", "H", "H", "H", "H", "H", "H"],
  "positions_angstrom": [[-1.1799, -1.4975, -2.4482], [-2.1439, -2.7127, -2.6441], [-1.7213, -0.5059, -1.4923], [-2.1839, -0.8393, -0.2217], [-1.7068, 0.9084, -1.9308], [-2.4759, 0.1835, 0.7087], [-2.1642, 1.8248, -1.0935], [-2.5638, 1.4883, 0.2778], [-0.1524, -1.8745, -2.1580], [-1.1339, -1.0725, -3.4993], [-3.0069, -2.5736, -3.1832], [-2.0388, -1.9501, 0.2015], [-1.4122, 1.2988, -2.9509], [-2.5318, -0.0788, 1.7669], [-2.2921, 2.8394, -1.3281], [-2.7475, 2.5080, 0.8640], [-2.8470, -2.9237, -1.8198], [-1.6674, -3.5602, -2.9469], [3.4357, -1.4527, 1.8899], [1.3652, -0.2965, 1.2267], [2.6487, -0.2763, 1.6648], [0.7530, 0.8609, 0.7311], [1.3115, 2.0019, 1.2218], [3.2101, 0.9372, 2.2018], [2.6002, 2.0941, 1.9555], [0.9569, 3.2451, 0.7908], [1.0056, -1.2887, 1.0943], [-0.1723, 0.7760, 0.3889], [3.9840, -1.8386, 0.8874], [2.9461, -2.1636, 2.3780], [4.1926, 0.8179, 2.7274], [0.4238, 3.2576, 0.0432], [2.9003, 3.1285, 2.2447], [4.4081, -1.2653, 2.4514]]
}

=====

<ii>
{
  "formula": "C15H18O",
  "method": "ωB97M-V/def2-TZVPD",
  "gap_ev": 9.2,
  "spin_multiplicity": 1,
  "homo_ev": -8.4,
  "smiles": "CCc1ccc(O)cc1.Cc1ccccc1",
  "elements": ["C", "C", "C", "C", "C", "C", "C", "C", "O", "H", "H", "H", "H", "H", "H", "H", "H", "H", "H", "C", "C", "C", "C", "C", "C", "C", "H", "H", "H", "H", "H", "H", "H", "H"],
  "positions_angstrom": [[-2.7014, -3.4438, 0.7508], [-1.5827, -4.2242, 0.1212], [-2.6513, -1.9221, 0.4815], [-2.1024, -1.0771, 1.4485], [-2.9643, -1.3305, -0.7405], [-2.2478, 0.3230, 1.4373], [-3.0065, 0.0264, -0.8621], [-2.8044, 0.8390, 0.2571], [-3.0249, 2.1825, 0.1427], [-3.6810, -3.6367, 0.2937], [-2.7729, -3.4575, 1.8377], [-0.9388, -4.5168, 0.9490], [-1.7135, -1.4834, 2.3702], [-3.1509, -1.9550, -1.6128], [-1.6902, 0.8764, 2.1779], [-3.0202, 0.6620, -1.7380], [-3.7667, 2.3913, -0.4261], [-0.8730, -3.6269, -0.4553], [-1.9036, -5.1062, -0.4289], [1.8394, 2.0254, 1.4473], [4.8864, 1.7301, -0.8953], [4.2629, 1.9573, -2.1178], [4.1105, 1.6749, 0.2661], [2.7246, 1.7550, 0.2724], [2.8852, 2.1029, -2.1679], [2.1303, 1.9094, -1.0014], [5.9269, 1.4362, -0.8661], [4.8203, 2.3079, -2.9814], [4.7527, 1.3395, 1.0739], [2.3575, 2.0328, -3.0999], [2.1008, 2.9406, 1.9883], [1.8976, 1.2463, 2.2158], [1.0674, 1.8180, -1.2045], [0.8339, 2.2035, 1.0667]]
}

=====

Quick one: least stable of them? <i>

=====

<i>
{
  "formula": "C2H10NO",
  "method": "ωB97M-V/def2-TZVPD",
  "gap_ev": 13.4,
  "spin_multiplicity": 1,
  "total_charge": 1,
  "homo_ev": -16.9,
  "elements": ["O", "H", "H", "H", "C", "C", "N", "H", "H", "H", "H", "H", "H", "H"],
  "positions_angstrom": [[-0.6218, -0.0072, -2.4076], [-0.8743, 0.9046, -2.2619], [0.2095, -0.2023, -1.0057], [-0.8124, -0.1784, -3.3461], [-0.7865, 0.2698, 1.5042], [0.4627, -0.4963, 1.0991], [0.9793, -0.0766, -0.2796], [-0.9187, 0.1777, 2.5732], [-1.6040, -0.0913, 0.8922], [-0.6583, 1.3465, 1.3167], [0.2525, -1.5676, 1.0494], [1.3702, -0.3083, 1.6817], [1.7365, -0.6668, -0.6081], [1.2655, 0.8962, -0.2073]]
}

=====

<ii>
{
  "formula": "C2H10NO",
  "method": "ωB97M-V/def2-TZVPD",
  "gap_ev": 11.3,
  "spin_multiplicity": 1,
  "total_charge": 1,
  "homo_ev": -15.1,
  "elements": ["N", "H", "H", "H", "H", "C", "O", "C", "H", "H", "H", "H", "H", "H"],
  "positions_angstrom": [[-1.0393, -0.9224, 1.9401], [-0.2784, -0.7537, 2.6002], [-0.7637, -0.4970, 1.0238], [-1.8504, -0.4726, 2.3164], [-1.2950, -1.9105, 1.8522], [0.6638, 0.6074, -0.4291], [-0.7694, 0.6887, -0.2130], [1.0502, 0.2318, -1.8598], [1.0668, -0.2132, 0.1822], [1.0958, 1.5026, -0.0457], [-1.0871, 1.4258, -0.7486], [1.8946, -0.4509, -1.8435], [1.0776, 1.1199, -2.4746], [0.2344, -0.3560, -2.3006]]
}

=====

Quick one: least stable of them? <ii>